Here is a 2-piece molecular cluster, C6H12O overall from the OMol25 dataset. Energies are from the ωB97M-V functional and the def2-TZVPD basis.

XYZ file:
```
19
C6H12O, DFT the ωB97M-V functional and the def2-TZVPD basis
C -2.63 -0.90 0.52
C -1.36 -0.52 -0.19
C -0.34 0.12 0.37
C 0.89 0.59 -0.37
C 2.16 0.59 0.47
C 0.56 1.98 -0.89
O 1.15 2.99 -0.58
H -2.88 -1.95 0.37
H -2.54 -0.72 1.60
H -3.48 -0.31 0.15
H 0.72 -2.40 -0.33
H -1.31 -0.77 -1.25
H -0.38 0.38 1.43
H 1.01 -0.04 -1.26
H 1.28 -2.86 -0.53
H 3.06 0.62 -0.15
H 2.21 -0.31 1.10
H 2.19 1.47 1.11
H -0.31 2.02 -1.57
```

## Properties
**Net charge**: 0
**Spin multiplicity**: 1
**Total energy**: -310.98864 hartree
**Max |F|**: 0.30 eV Å⁻¹

---

Here is C29H44FeGe2NO4PS4 as an isolated structure at a distorted geometry from the OMol25 dataset. Energies are from the ωB97M-V functional and the def2-TZVPD basis.

XYZ file:
```
86
C29H44FeGe2NO4PS4, DFT the ωB97M-V functional and the def2-TZVPD basis
Fe -0.50 -0.64 -0.31
C -0.89 3.89 -2.80
C -0.64 2.42 -3.12
Ge -1.11 1.28 -1.61
C -2.72 2.00 -0.74
C -2.46 3.06 0.34
C 0.37 1.59 -0.21
C 1.56 1.10 0.20
Ge 2.33 -0.68 -0.29
C 4.04 -1.29 -1.03
C 5.37 -0.74 -0.52
C 1.76 -1.83 1.18
C 2.90 -2.15 2.16
C 2.36 1.79 1.26
C 3.67 1.39 1.53
C 4.44 2.02 2.50
C 3.90 3.07 3.22
C 2.59 3.47 2.98
C 1.83 2.84 2.01
H -0.70 4.50 -3.68
H -0.24 4.25 -2.00
H -1.93 4.07 -2.50
H 0.40 2.24 -3.38
H -1.24 2.08 -3.97
H -3.27 1.16 -0.32
H -3.33 2.40 -1.56
H -1.96 2.64 1.21
H -3.41 3.48 0.68
H -1.85 3.89 -0.03
H 0.05 2.51 0.28
H 3.96 -1.15 -2.11
H 3.95 -2.36 -0.83
H 5.48 0.33 -0.72
H 6.19 -1.25 -1.03
H 5.50 -0.91 0.55
H 1.35 -2.76 0.75
H 0.94 -1.36 1.72
H 3.72 -2.66 1.65
H 2.52 -2.81 2.94
H 3.29 -1.25 2.63
H 4.12 0.58 0.97
H 5.46 1.69 2.67
H 4.49 3.56 3.99
H 2.16 4.28 3.56
H 0.81 3.17 1.86
C -5.33 -3.37 0.40
C -4.61 -4.46 1.16
C -5.26 -4.81 2.49
O -3.19 -4.12 1.37
P -2.50 -2.85 1.95
S -0.83 -3.18 2.84
S -2.38 -1.59 0.26
O -3.63 -2.17 2.81
C -3.40 -1.18 3.87
C -4.58 -1.29 4.80
C -3.25 0.19 3.26
H -6.36 -3.69 0.21
H -4.86 -3.18 -0.57
H -5.36 -2.45 0.97
H -4.54 -5.35 0.55
H -5.46 -3.92 3.08
H -4.62 -5.49 3.06
H -6.21 -5.32 2.29
H -2.49 -1.48 4.38
H -5.51 -1.05 4.28
H -4.46 -0.59 5.63
H -4.66 -2.30 5.21
H -4.12 0.45 2.65
H -2.35 0.25 2.64
H -3.15 0.93 4.07
O 0.02 -0.25 -6.52
S 1.19 -0.86 -5.97
O 1.95 -1.82 -6.70
N 0.76 -1.55 -4.49
C 1.32 -0.92 -3.54
S 0.94 -1.60 -1.93
C 2.20 0.24 -3.88
C 2.90 1.14 -3.09
C 3.61 2.16 -3.71
C 3.63 2.28 -5.10
C 2.93 1.38 -5.90
C 2.23 0.38 -5.26
H 2.89 1.09 -2.01
H 4.15 2.87 -3.10
H 4.19 3.08 -5.56
H 2.92 1.47 -6.98
```

## Properties
**Net charge**: +1
**Spin multiplicity**: 6
**Total energy**: -8838.57628 hartree
**Max |F|**: 1.11 eV Å⁻¹

---

Here is C30H48IrP2Se as an isolated structure at a distorted geometry from the OMol25 dataset. Energies are from the ωB97M-V functional and the def2-TZVPD basis.

XYZ file:
```
82
C30H48IrP2Se, DFT the ωB97M-V functional and the def2-TZVPD basis
Ir -0.48 -0.25 -1.01
C 1.33 1.13 -1.74
C 0.04 1.86 -1.79
C 1.45 2.86 -0.18
C 2.16 1.77 -0.74
C 0.22 2.99 -0.83
C 2.02 0.59 -2.95
H 1.34 0.41 -3.78
H 2.56 -0.35 -2.74
H 2.75 1.31 -3.32
C 3.64 1.65 -0.65
H 4.02 0.77 -1.21
H 3.98 1.57 0.39
H 4.12 2.55 -1.07
C 2.04 3.79 0.81
H 2.85 4.41 0.40
H 2.45 3.24 1.67
H 1.29 4.49 1.19
C -0.57 4.25 -0.82
H 0.00 5.12 -1.19
H -0.90 4.51 0.20
H -1.46 4.17 -1.45
C -0.59 2.22 -3.11
H -0.17 3.14 -3.54
H -1.67 2.36 -2.99
H -0.43 1.44 -3.86
C -1.13 -3.94 -0.59
C -1.06 -3.54 -1.99
C -2.32 -3.52 -2.79
C -3.47 -2.62 -2.27
C -3.06 -1.54 -1.32
C -2.96 -1.77 0.02
C -3.37 -3.12 0.56
C -2.48 -4.25 0.07
H -2.70 -4.55 -2.86
H -4.25 -3.29 -1.85
H -2.07 -3.17 -3.80
H -3.01 -4.82 -0.71
H -0.42 -4.76 -0.33
H -0.19 -3.99 -2.55
H -2.27 -4.91 0.93
H -3.37 -3.08 1.66
H -3.07 -0.99 0.78
H -4.39 -3.34 0.23
H -3.91 -2.14 -3.16
H -3.15 -0.53 -1.71
P -0.25 -2.37 -0.26
P -1.00 0.58 1.11
C -0.49 -2.29 1.54
C -1.03 -0.94 2.11
H 0.56 -2.38 1.84
H -1.05 -3.14 1.95
H -2.03 -1.01 2.55
H -0.36 -0.71 2.95
C -0.64 1.98 2.24
H -0.60 2.93 1.68
H 0.31 1.81 2.76
H -1.45 2.03 2.99
C -2.57 1.25 0.35
H -3.43 0.90 0.94
H -2.67 0.91 -0.69
H -2.55 2.35 0.33
C 1.38 -2.98 -0.87
H 1.68 -2.39 -1.75
H 1.35 -4.02 -1.16
H 2.10 -2.82 -0.08
C -0.57 -1.04 -2.84
H -0.29 -0.10 -3.24
H -1.58 -1.35 -3.11
H 0.23 -1.83 -2.98
Se 2.11 -0.30 1.38
C 2.66 0.60 2.92
C 1.86 0.57 4.08
C 2.14 1.42 5.14
C 3.26 2.28 5.10
C 4.13 2.23 3.97
C 3.86 1.36 2.92
H 1.02 -0.12 4.12
H 1.48 1.40 6.03
H 3.49 2.95 5.95
H 5.03 2.86 3.94
H 4.58 1.23 2.11
```

## Properties
**Net charge**: +1
**Spin multiplicity**: 5
**Total energy**: -4359.85448 hartree
**Max |F|**: 3.46 eV Å⁻¹

---

Here is one molecule with the formula C29H29N3O6S at a distorted geometry from the OMol25 dataset. Energies are from the ωB97M-V functional and the def2-TZVPD basis.

XYZ file:
```
68
C29H29N3O6S, DFT the ωB97M-V functional and the def2-TZVPD basis
C 1.71 -8.56 3.08
C 1.54 -8.53 1.57
O 1.64 -7.22 1.04
C 0.75 -6.24 1.38
C 1.24 -4.95 1.24
C 0.47 -3.84 1.50
C -0.85 -3.99 1.92
C -1.37 -5.29 2.02
C -0.60 -6.41 1.76
O -1.09 -7.69 1.85
C -2.41 -7.88 2.31
H -2.55 -7.47 3.31
H -3.14 -7.44 1.62
H -2.55 -8.96 2.34
H -2.40 -5.40 2.32
C -1.73 -2.87 2.19
C -1.36 -1.68 2.68
C -0.04 -1.36 3.27
O 0.55 -2.15 3.98
N 0.47 -0.11 3.00
C -0.19 0.87 2.27
C 0.53 1.89 1.65
C -0.11 2.93 0.99
C -1.50 2.98 0.97
C -2.23 1.96 1.56
C -1.59 0.91 2.18
S -2.57 -0.39 2.86
H -3.31 1.98 1.54
H -2.01 3.81 0.50
C 0.73 4.01 0.40
O 1.51 4.66 1.08
N 0.56 4.25 -0.92
C 1.35 5.30 -1.54
C 0.62 5.88 -2.75
N 0.37 4.84 -3.72
C 0.00 5.03 -5.02
O -0.19 4.08 -5.76
C -0.17 6.39 -5.53
C -0.37 6.73 -6.85
C -0.52 8.13 -6.88
C -0.40 8.55 -5.59
O -0.19 7.51 -4.77
H -0.45 9.52 -5.15
H -0.69 8.74 -7.75
H -0.41 6.04 -7.67
C 0.40 3.48 -3.22
C -0.23 3.44 -1.83
H -0.26 2.41 -1.46
H -1.25 3.82 -1.89
H 1.43 3.11 -3.18
H -0.17 2.86 -3.92
H 1.24 6.66 -3.19
H -0.32 6.34 -2.42
H 2.33 4.92 -1.85
H 1.52 6.08 -0.79
H 1.60 1.89 1.68
C 1.78 0.18 3.54
H 1.98 -0.54 4.33
H 2.56 0.09 2.78
H 1.79 1.19 3.96
H -2.78 -3.02 1.96
H 0.88 -2.85 1.36
H 2.26 -4.84 0.91
H 2.36 -9.06 1.08
H 0.59 -9.00 1.28
H 2.64 -8.07 3.36
H 0.89 -8.05 3.57
H 1.73 -9.60 3.42
```

## Properties
**Net charge**: 0
**Spin multiplicity**: 1
**Total energy**: -2136.36869 hartree
**Max |F|**: 1.38 eV Å⁻¹

---

Here is an isolated ion of composition C3H9N4 and charge +1 at a distorted geometry from the OMol25 dataset. Energies are from the ωB97M-V functional and the def2-TZVPD basis.

XYZ file:
```
16
C3H9N4, DFT the ωB97M-V functional and the def2-TZVPD basis
C -1.11 0.23 0.49
C -1.95 0.43 -0.58
C 1.03 0.13 1.42
N 0.25 -0.09 0.37
N 2.26 -0.40 1.31
N 0.84 -0.95 -0.62
N -1.34 0.82 -1.79
H -1.63 0.22 1.53
H -2.96 0.28 -0.50
H 0.66 0.81 2.21
H 2.82 -0.68 2.18
H 2.27 -1.11 0.57
H 0.03 -1.56 -0.98
H 1.23 -0.45 -1.35
H -0.39 1.27 -1.73
H -2.01 1.06 -2.52
```

## Properties
**Net charge**: +1
**Spin multiplicity**: 1
**Total energy**: -338.42221 hartree
**Max |F|**: 5.97 eV Å⁻¹

---

Here is C22H12F5N5OS5V as an isolated structure at a distorted geometry from the OMol25 dataset. Energies are from the ωB97M-V functional and the def2-TZVPD basis.

XYZ file:
```
51
C22H12F5N5OS5V, DFT the ωB97M-V functional and the def2-TZVPD basis
V -0.82 -0.70 -0.18
O 0.56 -1.61 0.29
C 1.87 -1.49 0.64
C 2.49 -2.51 1.34
C 3.81 -2.33 1.74
C 4.48 -1.15 1.44
C 3.85 -0.15 0.72
C 2.53 -0.31 0.30
C 1.84 0.72 -0.48
N 0.57 0.71 -0.88
C 0.37 1.87 -1.61
C 1.52 2.57 -1.66
N 2.44 1.83 -0.95
H 1.95 -3.42 1.55
H 4.31 -3.12 2.29
H 5.50 -1.01 1.77
H 4.39 0.75 0.50
H -0.59 2.10 -2.03
H 1.77 3.51 -2.12
H 3.39 2.10 -0.75
S -2.01 1.16 0.41
C -3.54 0.51 0.93
C -4.58 1.47 1.17
N -5.40 2.25 1.39
C -3.72 -0.81 1.17
S -2.44 -1.96 0.98
C -4.97 -1.30 1.67
N -5.96 -1.72 2.08
F 1.16 0.77 -6.69
C 0.49 0.29 -5.65
C 1.15 -0.40 -4.65
F 2.47 -0.58 -4.72
C 0.44 -0.91 -3.58
F 1.14 -1.58 -2.65
C -0.93 -0.72 -3.44
S -1.90 -1.33 -2.07
C -1.57 -0.03 -4.47
F -2.88 0.18 -4.42
C -0.88 0.47 -5.56
F -1.53 1.13 -6.52
S 1.25 2.23 2.55
C 0.01 1.40 3.26
N -0.19 0.07 3.22
C -1.15 -0.46 4.18
C -2.17 0.65 4.41
S -1.24 2.19 4.16
H 0.58 -0.51 2.93
H -0.64 -0.72 5.12
H -1.62 -1.36 3.77
H -2.58 0.63 5.41
H -2.99 0.60 3.69
```

## Properties
**Net charge**: 0
**Spin multiplicity**: 2
**Total energy**: -4628.92831 hartree
**Max |F|**: 1.59 eV Å⁻¹

---

Here is a 2-piece molecular cluster, C4H13N3O overall at a distorted geometry from the OMol25 dataset. Energies are from the ωB97M-V functional and the def2-TZVPD basis.

XYZ file:
```
21
C4H13N3O, DFT the ωB97M-V functional and the def2-TZVPD basis
C -1.15 1.84 -0.11
C -0.13 1.42 -0.90
N -0.33 0.28 -1.82
N -0.84 2.29 1.17
H -2.19 1.62 -0.45
H 0.95 1.49 -0.66
H -0.34 -0.73 -1.34
H -1.18 0.41 -2.35
H 0.42 0.19 -2.48
H 0.02 1.73 1.44
H -1.55 2.49 1.85
C 1.52 -0.57 0.91
O 1.36 0.67 1.49
C 0.21 -1.43 0.89
N -0.15 -1.91 -0.43
H 1.75 -0.53 -0.21
H 2.32 -1.15 1.37
H 0.30 -2.31 1.57
H -0.60 -0.79 1.33
H 0.60 -2.51 -0.82
H -1.01 -2.50 -0.45
```

## Properties
**Net charge**: 0
**Spin multiplicity**: 1
**Total energy**: -399.57974 hartree
**Max |F|**: 2.45 eV Å⁻¹